68
Properties=species:S:1:pos:R:3 method="wB97M-V/def2-TZVPD" de_lowest_kcal_mol=20.89 gap_ha=0.41560 homo_energy_ev=-11.1
C -0.27752 -1.06966 -3.22440
C -1.43731 -0.75507 -4.11254
C -2.06934 0.57629 -3.79822
C -1.21305 1.73501 -4.23898
N -0.40807 2.55797 -4.31976
H 0.30123 -1.91828 -3.57896
H -0.69599 -1.37225 -2.21723
H 0.39063 -0.22459 -3.06735
H -2.27922 -1.45564 -4.02596
H -1.08512 -0.77436 -5.16805
H -2.32904 0.57107 -2.73505
H -3.07756 0.70539 -4.28795
C 1.09882 1.95758 3.35219
C 0.89562 0.46179 3.02437
C 2.16542 -0.26358 2.69807
C 3.04285 0.35708 1.65332
N 3.78494 0.84144 0.90300
H 1.82018 2.06433 4.20602
H 0.10167 2.33969 3.59439
H 1.43983 2.51360 2.51059
H 0.23182 0.39750 2.16257
H 0.38787 -0.00675 3.83001
H 1.88279 -1.26593 2.30523
H 2.78371 -0.61740 3.50209
C -5.09429 1.38072 2.28979
C -3.96754 0.63687 1.61681
C -3.05248 1.30018 0.61284
C -2.33269 2.50847 1.13656
N -1.76184 3.35126 1.61323
H -5.66305 2.12470 1.68087
H -4.58348 1.96419 3.03125
H -5.77728 0.68333 2.79465
H -4.40692 -0.22105 1.09981
H -3.38093 0.13240 2.36468
H -3.71738 1.53576 -0.26842
H -2.25449 0.63039 0.26077
C 2.30995 3.16527 -2.51098
C 1.10855 3.92556 -1.94905
C 0.34530 3.30903 -0.73842
C 0.45024 1.82355 -0.62755
N 0.41970 0.67439 -0.58326
H 2.85242 3.01155 -1.55641
H 2.91307 3.80780 -3.15584
H 1.99709 2.27559 -3.11863
H 0.32964 4.00413 -2.71186
H 1.41750 4.91150 -1.68530
H -0.73429 3.60368 -0.85598
H 0.71639 3.69916 0.27118
C 1.96519 -2.76481 -0.15654
C 3.20879 -3.37853 0.43951
C 4.54125 -3.23584 -0.33579
C 4.37548 -4.10799 -1.57112
N 4.32259 -4.81763 -2.45805
H 1.13412 -3.02498 0.51348
H 1.80952 -3.04967 -1.19302
H 1.93611 -1.67361 -0.11507
H 3.04512 -4.37971 0.81420
H 3.32654 -2.83591 1.38070
H 5.36356 -3.67043 0.24727
H 4.74455 -2.21768 -0.64713
Cl -0.95573 -4.81282 2.10292
C -1.63830 -3.16665 2.51503
C -1.60700 -2.21148 1.35771
Cl -2.89159 -2.60488 0.13174
H -1.04763 -2.85827 3.35493
H -2.68672 -3.33632 2.89945
H -0.60545 -2.15057 0.88886
H -1.92874 -1.29587 1.85276

=====

72
Properties=species:S:1:pos:R:3 method="wB97M-V/def2-TZVPD" de_lowest_kcal_mol=20.65 gap_ha="0.09941 / 0.09950" homo_energy_ev="-0.3 / -0.3" charge=-1
C -1.50632 -2.11077 -2.28290
C -1.07711 -3.12650 -1.27278
H -1.22313 -2.40030 -3.30265
H -1.08079 -1.11982 -2.05469
H -2.60253 -1.99961 -2.25477
C -0.53998 -4.32462 -1.55634
C -0.32983 -4.87852 -2.92129
H -0.26471 -4.99469 -0.73981
H -0.51828 -4.15590 -3.72084
H -0.99787 -5.73416 -3.08027
H 0.69326 -5.25939 -3.02777
Sn -0.22848 0.28815 0.84832
Cl -2.54703 0.38364 1.34244
Cl -0.05397 1.36602 -1.27395
H 0.74606 4.76102 4.34452
H -1.33917 5.82177 3.46409
C 1.02743 4.44633 3.33178
C -1.01203 5.54226 2.45599
N -0.17299 4.35111 2.50224
H 1.55045 3.48899 3.36383
C -0.45156 3.30140 1.74434
O 0.27669 2.25717 1.76934
H -1.88596 5.33311 1.83318
H -1.34378 3.37399 1.10783
H 1.69297 5.22260 2.93363
H -0.45303 6.38288 2.02364
H 1.57753 -1.47703 -2.13363
H 2.46480 -3.73092 -0.49810
C 2.54494 -1.07875 -1.78954
C 3.32600 -3.04153 -0.47054
N 2.87761 -1.65704 -0.49218
H 2.49583 0.01252 -1.72478
C 2.57313 -1.04363 0.64845
O 1.98905 0.08203 0.69925
H 3.89346 -3.21851 0.45244
H 2.86065 -1.58733 1.56538
H 3.33135 -1.38964 -2.48766
H 3.96327 -3.21445 -1.34441
O -0.18060 -1.73125 0.35562
C -1.21493 -2.64941 0.16537
C 0.05836 -4.19470 1.72203
C -1.15935 -3.74144 1.22838
H 0.97841 -3.74413 1.33885
C 0.08359 -5.20297 2.68908
H -2.19859 -2.16358 0.24467
C -2.36250 -4.29898 1.68428
H 1.04609 -5.54474 3.07201
C -1.11545 -5.76584 3.14479
C -2.34185 -5.31767 2.63645
H -3.30173 -3.92807 1.26196
H -1.09228 -6.55387 3.89680
H -3.28078 -5.76627 2.97704
Si -0.39376 4.52177 -4.12508
Cl -0.63618 2.81020 -5.28964
C 1.43634 4.63619 -3.73993
C -1.49137 4.28043 -2.62931
C -0.93841 6.02167 -5.11822
H 1.79666 3.70183 -3.29203
H 1.62797 5.45725 -3.03780
H 2.00729 4.83109 -4.65750
H -0.30023 6.16907 -5.99802
H -0.87344 6.92377 -4.49575
H -1.97551 5.91741 -5.45805
H -1.19001 3.37581 -2.08458
H -2.53901 4.16565 -2.93716
H -1.41952 5.13496 -1.94350
C 0.11499 -0.37616 5.55148
C 0.15368 -0.36749 4.11019
N 0.14223 -0.35639 2.94778
H -0.78692 0.14160 5.90071
H 0.98111 0.15537 5.96498
H 0.10972 -1.41298 5.91233

=====

76
Properties=species:S:1:pos:R:3 method="wB97M-V/def2-TZVPD" gap_ha=0.12104 homo_energy_ev=-5.5
C 2.84305 1.87765 0.98721
C 3.66184 0.60616 1.67795
N 3.93925 -0.38004 0.57206
C 4.96447 0.09180 -0.42366
C 6.38544 0.60895 0.20172
C 4.15768 -1.78972 1.05577
S 5.58568 -2.70415 0.97257
S 2.64580 -2.67141 1.81075
C 1.70452 -3.26599 0.26024
C 0.09199 -3.34102 0.55459
C -0.64339 -1.84867 0.62282
C -1.20759 -1.36202 -0.81824
C -0.29175 -0.09130 -1.29436
Cl 0.11630 -0.38160 -3.09785
O -0.77136 1.22218 -0.95156
C -2.20567 1.42084 -0.91499
C -2.35437 2.91483 -0.17564
C -0.85866 3.61872 0.07845
N -2.64624 1.72308 -2.36578
C -1.71619 2.49646 -3.01087
S -0.38711 3.22179 -3.84607
C -3.14352 0.24125 -0.29672
C -3.32729 0.17436 1.31047
C -2.09540 0.65582 2.26176
C -2.71763 1.48475 3.57171
F -2.74820 2.95155 3.38229
P -4.93543 0.64856 -0.96401
C -5.57602 2.34513 -0.40332
O -6.13111 -0.43043 -0.21130
N -2.67762 -1.07890 -0.95418
C -3.59336 -2.25700 -0.75692
C -4.52985 -2.55675 -2.11824
F -2.88377 -3.58652 -0.61194
H 3.52945 2.78946 0.72536
H 1.99835 2.19251 1.76595
H 2.24174 1.47510 0.03779
H 4.58904 0.93193 2.31189
H 2.88775 0.13477 2.45487
H 5.21710 -0.74446 -1.23452
H 4.52557 1.00085 -1.06082
H 6.30276 1.40615 1.05349
H 6.96564 1.14835 -0.69140
H 7.10382 -0.28752 0.52151
H 2.07924 -4.36648 0.06692
H 1.97497 -2.62023 -0.69610
H -0.05703 -3.81042 1.63885
H -0.40238 -4.06322 -0.22241
H 0.06758 -1.10647 1.18314
H -1.58980 -2.01377 1.33157
H -0.95975 -2.23542 -1.59516
H 0.75542 -0.23236 -0.73399
H -2.94054 2.87717 0.83426
H -2.96564 3.68626 -0.85254
H -0.21277 3.01648 0.86438
H -1.07858 4.67204 0.54824
H -0.26872 3.78192 -0.94640
H -4.24436 0.89258 1.57904
H -3.66536 -0.88560 1.74515
H -1.62537 -0.33096 2.74266
H -1.22311 1.22258 1.72858
H -3.72765 1.00074 3.90857
H -1.93479 1.28024 4.44883
H -5.10534 3.27680 -0.93537
H -5.44388 2.52352 0.76937
H -6.75276 2.43199 -0.58425
H -6.67643 0.09214 0.46696
H -2.79545 -0.86040 -1.99448
H -4.30472 -2.21528 0.16550
H -4.69886 -1.59742 -2.76667
H -5.53687 -3.09540 -1.85962
H -3.91901 -3.31403 -2.81008
C 8.95892 -1.52473 -2.12805
O 8.65165 -0.88266 -1.09493
O 8.12494 -2.53726 -2.31809
O 9.87999 -1.36517 -2.95993
H 7.62071 -2.30265 -1.51279

=====

76
Properties=species:S:1:pos:R:3 method="wB97M-V/def2-TZVPD" gap_ha=0.32068 homo_energy_ev=-9.5
C 3.95870 0.78944 -0.89314
C 3.49285 -0.17322 -1.98625
C 2.72886 0.51877 -3.12686
C 1.28060 0.68566 -2.76172
C 0.66031 1.83058 -2.46963
C 1.36623 3.17100 -2.49250
C 0.85292 4.17159 -1.45343
C 1.43154 3.77842 -3.90542
C 0.09130 4.06182 -4.57927
C -0.79536 1.77120 -2.15321
O -1.51101 2.73632 -2.28561
C -1.38522 0.47748 -1.66438
C -2.69853 0.55077 -0.94350
C -3.78422 -0.39057 -1.48298
C -4.55936 0.21681 -2.62118
F -5.46520 -0.65741 -3.12106
F -3.75777 0.58236 -3.64583
F -5.24114 1.31819 -2.23522
C -0.73781 -0.64380 -1.94835
C 0.52578 -0.61081 -2.70554
O 0.95695 -1.60610 -3.24393
H 4.39020 1.68407 -1.35522
H 3.14241 1.10427 -0.23709
H 4.72782 0.32846 -0.27125
H 4.36113 -0.69417 -2.39972
H 2.85987 -0.95384 -1.55569
H 2.78589 -0.09232 -4.03011
H 3.18249 1.48490 -3.35753
H 2.40062 2.94631 -2.21099
H 1.57842 4.98140 -1.34305
H -0.10591 4.60196 -1.73843
H 0.72999 3.70366 -0.47249
H 2.01681 4.70272 -3.83924
H 2.00766 3.09283 -4.53760
H 0.22724 4.71562 -5.44239
H -0.37951 3.13855 -4.92719
H -0.61167 4.53808 -3.89366
H -3.06103 1.57993 -0.98581
H -2.55377 0.31350 0.11641
H -4.50792 -0.63249 -0.70196
H -3.36539 -1.32992 -1.84844
H -1.12114 -1.62823 -1.69756
C -4.20926 -1.38304 5.78326
O -3.37360 -1.24600 4.62324
P -3.33727 0.09491 3.79777
O -2.41647 0.04362 2.66615
O -3.05441 1.26733 4.83688
C -1.71737 1.41909 5.34023
O -4.86042 0.34811 3.47018
C -5.22426 1.51161 2.70626
H -3.57020 -1.57562 6.64260
H -4.80099 -0.48616 5.95716
H -4.87120 -2.22968 5.61930
H -0.98728 1.08078 4.60546
H -1.61028 0.85283 6.26498
H -1.56732 2.47673 5.53848
H -4.36567 1.90535 2.16302
H -5.61691 2.26843 3.38188
H -5.99104 1.20722 1.99889
C 2.11623 -3.98665 -0.68799
O 3.11069 -3.12422 -0.11073
P 3.54263 -3.25947 1.39730
O 4.55637 -2.28208 1.78323
O 3.96416 -4.78072 1.61887
C 5.22842 -5.21121 1.09255
O 2.15985 -3.21861 2.15808
C 2.14724 -3.30958 3.59104
H 2.58339 -4.55799 -1.48730
H 1.69422 -4.66140 0.05462
H 1.33052 -3.35935 -1.10284
H 5.93941 -4.38573 1.07227
H 5.08838 -5.60989 0.08812
H 5.60049 -5.99336 1.74891
H 3.12202 -3.05560 4.00628
H 1.86980 -4.32186 3.87861
H 1.40548 -2.60159 3.95126

=====

72
Properties=species:S:1:pos:R:3 method="wB97M-V/def2-TZVPD" gap_ha=0.35559 homo_energy_ev=-9.2
C -5.33393 0.04440 4.87474
C -3.84332 -0.22961 4.67236
C -3.52261 -0.98205 3.37346
C -2.32332 -1.92277 3.48975
C -2.03497 -2.69936 2.19276
C -0.55871 -2.69494 1.78303
C -0.32553 -2.84101 0.28049
C 1.12888 -2.53801 -0.12831
C 1.24847 -1.23767 -0.94218
C 2.52151 -1.14433 -1.81768
P 2.17565 -1.89432 -3.45126
O 1.47964 -0.97279 -4.34637
O 3.59681 -2.44279 -3.96102
O 1.37722 -3.23013 -3.14376
O 3.60759 -1.84278 -1.16070
C 4.14241 -0.98084 -0.25905
O 4.85916 -1.30286 0.61237
O 3.74690 0.27941 -0.52100
C 3.12779 0.29363 -1.84697
I 1.73537 1.90583 -1.86917
C 4.30355 0.53380 -2.80798
C 4.11423 0.76456 -4.30399
F 3.26175 1.81189 -4.59590
H -5.67994 0.84775 4.21616
H -5.55302 0.35065 5.90125
H -5.92961 -0.84764 4.65764
H -3.45681 -0.79796 5.52743
H -3.31079 0.73032 4.66624
H -3.31002 -0.26308 2.57201
H -4.40079 -1.56241 3.06000
H -2.50331 -2.61431 4.32267
H -1.43968 -1.33530 3.76527
H -2.62928 -2.26936 1.37617
H -2.37638 -3.73463 2.30842
H -0.10302 -1.75506 2.10986
H -0.02733 -3.50710 2.29780
H -0.60662 -3.85358 -0.03257
H -1.00635 -2.15898 -0.24099
H 1.73292 -2.43913 0.78194
H 1.56858 -3.38248 -0.66213
H 1.25203 -0.39539 -0.24861
H 0.36799 -1.10281 -1.57833
H 3.76478 -2.15414 -4.87002
H 1.86754 -3.87753 -2.61954
H 4.85252 1.38449 -2.39355
H 4.95692 -0.34632 -2.71568
H 5.08794 1.01811 -4.73391
H 3.73390 -0.11811 -4.81785
C -1.62695 0.90986 -3.95049
C -2.63664 2.02621 -4.18084
C -1.98136 3.38935 -4.44165
C -1.15726 3.83963 -3.31927
N -0.50309 4.16950 -2.43550
H -1.02277 1.09560 -3.06269
H -2.13342 -0.04468 -3.80914
H -0.94638 0.80410 -4.79723
H -3.30355 2.11300 -3.32062
H -3.26227 1.79424 -5.04483
H -2.73728 4.15426 -4.62714
H -1.33902 3.34079 -5.32372
C 1.37284 1.89210 4.32496
C 1.15230 3.08281 3.40301
C -0.23864 3.09020 2.75363
C -0.46379 1.90662 1.92242
N -0.59296 0.99141 1.24114
H 1.31219 0.95222 3.77490
H 2.35758 1.94006 4.78910
H 0.62561 1.86568 5.12136
H 1.90865 3.09182 2.61594
H 1.26319 4.01382 3.96136
H -0.36319 3.96629 2.11536
H -1.02046 3.12185 3.51661

=====

75
Properties=species:S:1:pos:R:3 method="wB97M-V/def2-TZVPD" gap_ha=0.21040 homo_energy_ev=-11.5 charge=+1
Pb 1.44668 1.59815 0.37618
O 8.34598 1.27252 -2.20750
C 7.08607 1.44368 -1.86390
C 6.19542 0.40184 -1.52012
C 4.89243 0.65205 -1.16973
N 4.49676 1.99293 -1.15784
C 5.36174 2.72636 -1.48030
C 6.63848 2.79278 -1.86707
C 3.25785 5.42127 -0.28068
O 3.80518 5.84612 -1.21600
O 2.74025 4.95074 0.64688
C 3.89537 -0.48419 -0.83903
O 4.42343 -1.57792 -0.89957
O 2.69769 -0.16487 -0.57836
H 8.60377 0.33976 -2.19295
H 6.50711 -0.63461 -1.52781
H 7.24748 3.64044 -2.14243
C -2.45841 2.24305 -1.35515
P -0.90170 2.43133 -2.20369
C -1.10194 3.80811 -3.33283
C -0.64491 0.93387 -3.15168
O 0.29262 2.71596 -1.29160
H -3.25312 2.09427 -2.09016
H -2.66695 3.14469 -0.77623
H -2.41181 1.37945 -0.69522
H -1.92866 3.61692 -4.01893
H -0.18482 3.96185 -3.90019
H -1.31854 4.70400 -2.75148
H -1.44736 0.79234 -3.87749
H -0.63978 0.09620 -2.44849
H 0.31410 0.98765 -3.66783
C 1.14953 -3.12649 0.57042
C 0.43805 -2.79349 1.87898
C 0.08757 -4.06536 2.63315
C 1.32853 -1.90184 2.74236
O -0.80466 -2.13062 1.61733
Si -1.29814 -0.79481 0.82351
O -0.14088 0.27646 0.49694
O -1.97639 -1.16597 -0.61572
C -2.82572 -2.23844 -1.05095
C -3.62142 -1.68659 -2.22724
C -1.95749 -3.40531 -1.50383
C -3.76938 -2.67432 0.06455
O -2.51494 -0.13382 1.69909
C -2.53390 0.77926 2.79315
C -2.43603 2.20498 2.24924
C -1.38527 0.50233 3.76048
C -3.86334 0.57990 3.50302
H 2.13668 -3.54763 0.77126
H 1.27608 -2.22831 -0.03386
H 0.57681 -3.85947 -0.00048
H 0.99064 -4.62391 2.88838
H -0.55388 -4.69765 2.01586
H -0.45195 -3.82099 3.55051
H 2.27920 -2.40037 2.93920
H 0.84262 -1.67939 3.69447
H 1.53029 -0.96233 2.22035
H -2.94041 -1.35983 -3.01847
H -4.22129 -0.83286 -1.90193
H -4.28759 -2.45044 -2.63052
H -1.16594 -3.04743 -2.16595
H -2.55808 -4.14478 -2.03593
H -1.49623 -3.88671 -0.63974
H -4.41610 -1.84518 0.35999
H -3.20028 -2.99151 0.94119
H -4.38822 -3.50661 -0.27341
H -1.54280 2.30055 1.62570
H -2.37700 2.92700 3.06625
H -3.31537 2.43376 1.64313
H -0.41947 0.66128 3.27123
H -1.42982 -0.53415 4.10045
H -1.45217 1.16100 4.62743
H -4.68942 0.75044 2.80995
H -3.95634 1.27474 4.34060
H -3.93653 -0.44182 3.88105